{"formula": "C72H168B6F24N9O3", "method": "wB97M-V/def2-TZVPD", "symbols": ["C", "C", "C", "N", "C", "C", "C", "C", "C", "H", "H", "H", "H", "H", "H", "H", "H", "H", "H", "H", "H", "H", "H", "H", "H", "H", "H", "C", "C", "C", "N", "C", "C", "C", "C", "C", "H", "H", "H", "H", "H", "H", "H", "H", "H", "H", "H", "H", "H", "H", "H", "H", "H", "H", "C", "C", "C", "N", "C", "C", "C", "C", "C", "H", "H", "H", "H", "H", "H", "H", "H", "H", "H", "H", "H", "H", "H", "H", "H", "H", "H", "C", "C", "C", "N", "C", "C", "C", "C", "C", "H", "H", "H", "H", "H", "H", "H", "H", "H", "H", "H", "H", "H", "H", "H", "H", "H", "H", "C", "C", "C", "N", "C", "C", "C", "C", "C", "H", "H", "H", "H", "H", "H", "H", "H", "H", "H", "H", "H", "H", "H", "H", "H", "H", "H", "C", "C", "C", "N", "C", "C", "C", "C", "C", "H", "H", "H", "H", "H", "H", "H", "H", "H", "H", "H", "H", "H", "H", "H", "H", "H", "H", "C", "C", "N", "C", "C", "C", "C", "C", "O", "C", "H", "H", "H", "H", "H", "H", "H", "H", "H", "H", "H", "H", "H", "H", "H", "H", "H", "H", "H", "H", "C", "C", "N", "C", "C", "C", "C", "C", "O", "C", "H", "H", "H", "H", "H", "H", "H", "H", "H", "H", "H", "H", "H", "H", "H", "H", "H", "H", "H", "H", "C", "C", "N", "C", "C", "C", "C", "C", "O", "C", "H", "H", "H", "H", "H", "H", "H", "H", "H", "H", "H", "H", "H", "H", "H", "H", "H", "H", "H", "H", "B", "F", "F", "F", "F", "B", "F", "F", "F", "F", "B", "F", "F", "F", "F", "B", "F", "F", "F", "F", "B", "F", "F", "F", "F", "B", "F", "F", "F", "F"], "xyz": [[-2.726, -3.706, -0.004], [-1.475, -3.992, -0.859], [-0.168, -4.313, -0.109], [1.074, -4.335, -1.001], [1.356, -3.109, -1.774], [2.244, -4.650, -0.020], [3.313, -5.204, -0.900], [2.610, -5.805, -2.136], [1.093, -5.545, -1.898], [-3.470, -3.385, -0.753], [-2.630, -3.027, 0.757], [-3.018, -4.624, 0.443], [-1.206, -3.140, -1.448], [-1.679, -4.763, -1.603], [-0.227, -5.324, 0.288], [0.061, -3.640, 0.685], [1.340, -2.255, -1.113], [0.682, -2.993, -2.639], [2.355, -3.174, -2.163], [2.517, -3.671, 0.417], [2.022, -5.326, 0.831], [3.934, -4.376, -1.153], [3.899, -5.949, -0.332], [2.926, -5.292, -3.014], [2.846, -6.868, -2.259], [0.523, -5.292, -2.794], [0.595, -6.329, -1.349], [4.188, 0.573, 5.334], [5.325, -0.408, 5.738], [4.779, -1.878, 5.797], [5.554, -2.828, 6.730], [4.936, -4.163, 6.433], [5.301, -2.400, 8.165], [6.499, -3.120, 8.850], [7.676, -2.865, 7.863], [7.026, -2.808, 6.498], [3.810, 0.235, 4.343], [4.714, 1.495, 5.263], [3.410, 0.689, 6.075], [5.776, -0.105, 6.696], [6.120, -0.374, 5.007], [4.868, -2.257, 4.796], [3.709, -1.950, 6.149], [5.328, -4.892, 7.150], [5.159, -4.461, 5.398], [3.848, -4.103, 6.446], [4.326, -2.805, 8.586], [5.380, -1.338, 8.216], [6.342, -4.153, 9.107], [6.674, -2.554, 9.821], [8.470, -3.557, 7.940], [8.118, -1.905, 8.093], [7.192, -3.616, 5.802], [7.278, -1.933, 5.913], [-0.428, 2.216, -11.029], [-0.525, 1.014, -10.090], [-1.870, 0.979, -9.360], [-2.042, -0.127, -8.359], [-0.991, -0.036, -7.356], [-2.101, -1.528, -8.982], [-3.397, -2.175, -8.548], [-3.803, -1.292, -7.265], [-3.394, 0.102, -7.671], [-0.522, 3.121, -10.468], [-1.204, 2.151, -11.748], [0.518, 2.235, -11.543], [0.313, 1.058, -9.402], [-0.453, 0.054, -10.590], [-2.740, 0.936, -10.011], [-1.953, 1.946, -8.821], [-1.242, -0.689, -6.542], [-0.947, 0.990, -7.006], [-0.042, -0.312, -7.770], [-1.304, -2.121, -8.484], [-1.886, -1.460, -10.029], [-3.272, -3.162, -8.200], [-4.082, -2.201, -9.328], [-3.218, -1.519, -6.382], [-4.855, -1.303, -6.894], [-3.226, 0.874, -6.860], [-4.082, 0.592, -8.382], [0.049, 3.804, 4.717], [-1.385, 3.571, 4.156], [-2.489, 3.552, 5.218], [-3.885, 3.219, 4.798], [-3.868, 1.755, 4.338], [-4.973, 3.516, 5.806], [-6.210, 3.731, 4.864], [-5.758, 4.311, 3.547], [-4.254, 4.086, 3.575], [0.018, 4.815, 5.084], [0.820, 3.705, 3.932], [0.310, 3.118, 5.533], [-1.448, 2.627, 3.647], [-1.600, 4.316, 3.339], [-2.612, 4.548, 5.634], [-2.222, 2.846, 6.049], [-4.908, 1.425, 4.152], [-3.471, 1.167, 5.158], [-3.206, 1.639, 3.502], [-5.102, 2.736, 6.531], [-4.534, 4.384, 6.348], [-6.684, 2.741, 4.703], [-6.949, 4.395, 5.311], [-6.145, 3.735, 2.715], [-6.052, 5.327, 3.320], [-3.887, 3.638, 2.655], [-3.737, 5.067, 3.747], [6.754, 7.131, 3.189], [6.606, 5.653, 2.876], [5.890, 5.400, 1.493], [5.915, 3.994, 1.075], [7.364, 3.506, 0.922], [5.281, 3.795, -0.294], [4.924, 2.356, -0.299], [4.923, 1.813, 1.138], [5.177, 3.042, 1.995], [7.173, 7.411, 4.155], [5.710, 7.565, 3.245], [7.309, 7.641, 2.434], [6.046, 5.301, 3.686], [7.576, 5.175, 2.922], [6.280, 6.037, 0.680], [4.855, 5.675, 1.645], [7.292, 2.592, 0.323], [7.834, 3.261, 1.841], [7.957, 4.244, 0.344], [6.043, 4.036, -1.078], [4.391, 4.435, -0.321], [5.585, 1.805, -0.980], [3.908, 2.201, -0.660], [5.591, 0.922, 1.227], [3.928, 1.551, 1.478], [5.788, 2.983, 2.967], [4.208, 3.557, 2.224], [0.343, -0.495, 2.537], [0.179, -0.561, 1.044], [-0.773, 0.590, 0.633], [-0.946, 0.877, -0.831], [0.319, 1.414, -1.357], [-1.383, -0.378, -1.458], [-2.246, 0.075, -2.641], [-3.019, 1.218, -2.000], [-2.068, 1.870, -1.029], [1.059, 0.303, 2.847], [0.676, -1.485, 2.952], [-0.599, -0.339, 3.096], [-0.261, -1.459, 0.658], [1.183, -0.485, 0.592], [-0.381, 1.465, 1.019], [-1.790, 0.397, 1.091], [1.089, 0.610, -1.283], [0.548, 2.251, -0.722], [0.193, 1.741, -2.423], [-0.497, -0.921, -1.790], [-1.979, -0.908, -0.738], [-1.631, 0.520, -3.357], [-2.869, -0.749, -3.116], [-3.308, 1.960, -2.747], [-3.910, 0.774, -1.558], [-1.637, 2.766, -1.416], [-2.614, 1.916, -0.081], [-8.230, 5.711, -1.818], [-8.241, 4.522, -2.730], [-7.459, 3.336, -2.343], [-8.044, 2.847, -1.059], [-7.602, 2.284, -3.456], [-8.999, 1.770, -3.768], [-6.019, 3.670, -2.154], [-5.234, 4.300, -3.276], [-5.626, 5.653, -3.375], [-4.591, 6.478, -3.816], [-9.151, 5.987, -1.377], [-7.932, 6.621, -2.471], [-7.381, 5.736, -1.147], [-7.998, 4.823, -3.825], [-9.239, 4.170, -2.765], [-7.548, 1.837, -0.878], [-9.127, 2.784, -1.022], [-7.650, 3.397, -0.252], [-7.042, 1.393, -3.142], [-7.068, 2.683, -4.319], [-9.545, 2.607, -4.193], [-9.574, 1.415, -2.916], [-8.886, 1.047, -4.617], [-5.480, 2.803, -1.843], [-6.000, 4.445, -1.394], [-5.357, 3.671, -4.147], [-4.153, 4.275, -2.978], [-4.975, 7.472, -3.573], [-4.530, 6.379, -4.904], [-3.671, 6.212, -3.340], [5.528, 2.042, -4.077], [4.531, 0.954, -4.279], [3.196, 1.298, -4.818], [2.456, 2.090, -3.796], [3.240, 2.028, -6.161], [1.871, 2.627, -6.614], [2.459, -0.023, -4.878], [2.972, -0.992, -5.997], [2.490, -0.535, -7.293], [2.566, -1.666, -8.173], [5.803, 2.538, -4.985], [6.428, 1.570, -3.628], [5.253, 2.789, -3.311], [4.403, 0.447, -3.335], [4.949, 0.173, -4.925], [1.466, 2.308, -4.116], [2.974, 3.015, -3.617], [2.514, 1.518, -2.910], [3.647, 1.369, -6.907], [3.924, 2.867, -5.972], [1.026, 2.210, -6.075], [1.686, 2.323, -7.640], [1.848, 3.693, -6.546], [1.413, 0.238, -5.131], [2.515, -0.513, -3.941], [2.643, -1.970, -5.799], [4.064, -0.934, -6.124], [3.603, -2.109, -8.071], [2.437, -1.295, -9.158], [1.878, -2.426, -7.910], [-2.539, -5.012, 8.034], [-1.790, -5.246, 6.747], [-1.864, -6.596, 6.109], [-3.283, -6.826, 5.749], [-1.092, -6.593, 4.790], [-1.624, -5.667, 3.714], [-1.290, -7.694, 6.925], [0.118, -7.457, 7.470], [0.005, -6.868, 8.725], [1.192, -6.161, 9.173], [-2.112, -5.664, 8.770], [-3.660, -5.156, 8.088], [-2.219, -4.049, 8.383], [-0.728, -4.998, 7.035], [-2.155, -4.649, 5.924], [-3.847, -7.221, 6.591], [-3.287, -7.536, 4.959], [-3.846, -5.924, 5.498], [-1.220, -7.643, 4.384], [-0.031, -6.397, 5.036], [-1.561, -4.656, 4.039], [-2.659, -5.954, 3.436], [-0.960, -5.850, 2.860], [-1.326, -8.539, 6.305], [-1.773, -7.963, 7.872], [0.692, -6.775, 6.818], [0.609, -8.431, 7.635], [0.846, -5.462, 9.948], [1.547, -5.582, 8.279], [1.884, -6.906, 9.595], [1.158, -3.480, 5.561], [1.303, -4.898, 5.218], [-0.063, -3.002, 5.138], [1.343, -3.429, 6.949], [2.211, -2.841, 4.912], [-1.713, 2.976, -4.841], [-1.917, 3.517, -3.581], [-2.835, 2.363, -5.369], [-1.304, 3.987, -5.740], [-0.679, 1.942, -4.674], [-5.249, 1.344, 0.958], [-5.073, 2.673, 0.444], [-4.071, 0.818, 1.529], [-6.263, 1.250, 1.922], [-5.621, 0.464, -0.133], [1.576, 3.713, 1.091], [1.551, 2.461, 1.870], [0.251, 4.140, 1.216], [2.499, 4.555, 1.843], [2.117, 3.414, -0.214], [3.969, -1.132, -1.201], [3.800, -1.637, -2.526], [5.214, -0.513, -1.140], [2.900, -0.203, -1.002], [3.888, -2.083, -0.232], [-0.415, -3.127, -5.144], [-1.242, -3.044, -6.272], [-0.685, -4.276, -4.290], [0.953, -3.056, -5.432], [-0.713, -1.981, -4.387]], "lowdin_charge": [-0.057, -0.192, -0.109, -0.230, 0.028, -0.098, -0.151, -0.096, -0.069, 0.098, 0.036, 0.059, 0.069, 0.121, 0.117, 0.110, 0.090, 0.102, 0.088, 0.127, 0.144, 0.094, 0.131, 0.104, 0.123, 0.118, 0.130, -0.069, -0.211, -0.108, -0.274, 0.027, -0.070, -0.127, -0.115, -0.097, 0.092, 0.052, 0.078, 0.105, 0.096, 0.128, 0.135, 0.116, 0.122, 0.089, 0.166, 0.111, 0.103, 0.141, 0.108, 0.118, 0.133, 0.118, -0.069, -0.218, -0.132, -0.251, 0.005, -0.066, -0.088, -0.106, -0.103, 0.075, 0.070, 0.080, 0.092, 0.106, 0.139, 0.151, 0.093, 0.102, 0.089, 0.132, 0.121, 0.100, 0.091, 0.094, 0.131, 0.135, 0.138, -0.055, -0.214, -0.150, -0.261, 0.044, -0.054, -0.128, -0.143, -0.082, 0.071, 0.064, 0.077, 0.082, 0.124, 0.125, 0.153, 0.115, 0.105, 0.072, 0.127, 0.141, 0.124, 0.120, 0.095, 0.122, 0.125, 0.149, -0.097, -0.217, -0.116, -0.268, 0.039, -0.098, -0.184, -0.122, -0.087, 0.081, 0.103, 0.065, 0.086, 0.098, 0.149, 0.125, 0.105, 0.087, 0.128, 0.147, 0.136, 0.102, 0.098, 0.134, 0.104, 0.153, 0.127, -0.082, -0.206, -0.111, -0.245, 0.038, -0.103, -0.111, -0.140, -0.049, 0.079, 0.077, 0.079, 0.071, 0.107, 0.084, 0.145, 0.100, 0.083, 0.114, 0.120, 0.124, 0.064, 0.152, 0.094, 0.103, 0.124, 0.116, -0.051, -0.205, -0.255, 0.033, -0.149, -0.053, -0.103, -0.180, -0.201, -0.071, 0.072, 0.122, 0.072, 0.176, 0.100, 0.133, 0.118, 0.087, 0.137, 0.122, 0.071, 0.084, 0.111, 0.109, 0.127, 0.120, 0.133, 0.103, 0.103, 0.085, -0.053, -0.189, -0.239, 0.026, -0.091, -0.021, -0.036, -0.137, -0.225, -0.073, 0.071, 0.109, 0.073, 0.103, 0.134, 0.073, 0.116, 0.076, 0.116, 0.123, 0.042, 0.073, 0.083, 0.141, 0.107, 0.089, 0.122, 0.115, 0.078, 0.071, -0.041, -0.166, -0.261, 0.003, -0.157, -0.051, -0.080, -0.212, -0.224, -0.038, 0.063, 0.109, 0.088, 0.138, 0.111, 0.116, 0.099, 0.123, 0.151, 0.110, 0.057, 0.090, 0.090, 0.117, 0.156, 0.109, 0.148, 0.098, 0.084, 0.096, -1.266, 0.024, 0.141, 0.101, 0.107, -1.243, 0.125, 0.125, 0.103, 0.017, -1.212, 0.078, 0.089, 0.108, 0.045, -1.095, 0.019, 0.126, 0.042, 0.069, -1.293, 0.081, 0.132, 0.072, 0.165, -1.210, 0.121, 0.051, 0.115, 0.095], "e_above_lowest_ev": 0.5763, "gap_ev": 10.104, "charge": 3, "e_lumo_ev": -4.1238, "homo_energy_ev": -14.2, "spin_multiplicity": 1}